Entry 1:
ORCA calculation (wB97M-V/def2-TZVPD) on a molecular structure, C36H34AlCl5N2O2PS in a non-equilibrium geometry.

Summary:
Gap between HOMO and LUMO = 7.66 eV
2S+1 = 1
DFT total energy = -4935.01490 a.u.
Charge = +1
Energy above the lowest of the compared OMol25 structures with the same formula, charge and spin = 119.6 kJ/mol

Atoms and positions in Å:
Al 9.18 11.20 13.18
C 13.46 11.18 13.83
C 13.63 9.69 13.43
C 14.91 9.23 13.08
C 15.20 7.87 13.01
C 14.18 6.96 13.31
C 12.90 7.36 13.62
C 12.55 8.71 13.62
P 10.89 9.22 14.04
C 9.98 7.65 14.34
C 9.49 7.30 15.55
C 8.68 6.17 15.78
C 8.37 5.40 14.72
C 8.90 5.63 13.48
C 9.67 6.74 13.23
C 10.18 6.97 11.85
C 11.03 9.99 15.72
C 11.70 9.31 16.72
C 11.63 9.79 18.00
C 10.83 10.84 18.29
C 10.11 11.52 17.28
C 10.23 11.11 15.99
C 9.56 11.96 14.95
H 12.36 11.41 13.81
H 14.00 11.88 13.26
H 13.73 11.25 14.86
H 15.70 9.98 13.09
H 16.16 7.54 12.80
H 14.44 5.91 13.12
H 12.16 6.51 13.92
H 9.64 7.95 16.43
H 8.14 5.99 16.75
H 7.63 4.58 14.83
H 8.74 4.85 12.76
H 11.28 6.67 11.74
H 10.19 8.01 11.66
H 9.66 6.50 11.01
H 12.27 8.41 16.47
H 12.15 9.24 18.77
H 10.75 11.23 19.30
H 9.48 12.38 17.54
H 10.05 12.94 14.81
H 8.57 12.23 15.39
Cl 6.89 10.01 15.07
C 7.01 9.18 13.57
C 7.87 9.73 12.65
C 7.83 9.14 11.38
Cl 8.64 9.85 9.98
C 6.95 8.03 11.08
Cl 6.77 7.42 9.46
C 6.24 7.43 12.12
Cl 5.30 6.02 11.79
C 6.24 8.02 13.42
Cl 5.21 7.32 14.65
C 6.65 12.41 11.20
S 7.75 13.03 12.54
C 6.64 13.48 13.84
H 5.77 13.05 11.10
H 6.32 11.43 11.49
H 7.30 12.52 10.34
H 6.29 14.51 13.69
H 7.05 13.31 14.81
H 5.80 12.79 13.69
O 13.49 8.73 7.29
C 14.56 8.84 8.18
N 14.18 9.93 9.13
C 12.92 9.94 9.64
O 12.16 8.99 9.55
C 12.40 11.17 10.39
C 12.71 12.58 10.24
C 12.02 13.54 10.94
C 11.00 13.12 11.77
N 10.60 11.84 11.78
C 11.29 10.91 11.20
H 12.82 8.09 7.57
H 15.44 9.22 7.62
H 14.82 7.92 8.73
H 14.77 10.74 9.14
H 13.37 12.93 9.47
H 12.22 14.62 10.86
H 10.43 13.76 12.40
H 10.98 9.93 11.28

Entry 2:
ORCA calculation (wB97M-V/def2-TZVPD) on a molecular structure, C4H5O2Yb in a non-equilibrium geometry.

Summary:
Gap between HOMO and LUMO (alpha / beta) = 3.18 / 4.66 eV
2S+1 = 2
DFT total energy = -1463.78754 a.u.
Charge = +2
Energy above the lowest of the compared OMol25 structures with the same formula, charge and spin = 107.1 kJ/mol

Atoms and positions in Å:
O 1.34 -0.56 -0.09
C 0.19 -0.53 0.21
Yb 3.71 0.42 -0.28
H -1.52 -0.10 -0.27
O -3.57 -3.50 0.39
C -3.09 -2.31 0.98
C -1.64 -2.15 0.64
C -1.07 -0.90 0.44
H -4.52 -3.55 0.53
H -3.20 -2.36 2.08
H -3.65 -1.43 0.64
H -1.01 -3.05 0.61

Entry 3:
ORCA calculation (wB97M-V/def2-TZVPD) on C23H29FN2O3 in the gas phase.

Summary:
Gap between HOMO and LUMO = 8.79 eV
2S+1 = 1
DFT total energy = -1328.92841 a.u.
Energy above the lowest of the compared OMol25 structures with the same formula, charge and spin = 40.5 kJ/mol

Atoms and positions in Å:
C -7.20 -1.63 -0.26
O -6.00 -1.56 -0.99
C -4.90 -1.04 -0.38
C -3.74 -0.99 -1.15
C -2.57 -0.48 -0.63
C -2.52 -0.02 0.69
C -1.25 0.56 1.25
C -1.19 2.03 0.84
O -1.86 2.89 1.39
N -0.37 2.28 -0.20
C -0.11 3.61 -0.67
C 1.38 4.00 -0.64
C 1.95 4.14 0.77
C 2.19 2.79 1.43
C 2.97 1.86 0.50
N 2.31 1.72 -0.78
C 2.93 0.69 -1.60
C 2.55 -0.67 -1.07
C 1.24 -1.11 -1.21
C 0.85 -2.32 -0.68
C 1.78 -3.10 -0.02
F 1.40 -4.28 0.50
C 3.11 -2.69 0.13
O 3.94 -3.54 0.80
C 5.28 -3.17 0.97
C 3.47 -1.46 -0.40
C 2.23 3.01 -1.45
C -3.68 -0.07 1.44
C -4.86 -0.57 0.93
H -7.93 -2.07 -0.94
H -7.10 -2.27 0.62
H -7.55 -0.64 0.04
H -3.79 -1.35 -2.17
H -1.69 -0.44 -1.24
H -0.38 0.02 0.88
H -1.28 0.51 2.34
H 0.31 1.59 -0.49
H -0.69 4.30 -0.05
H -0.47 3.70 -1.71
H 1.45 4.97 -1.14
H 1.28 4.74 1.38
H 2.90 4.68 0.70
H 1.24 2.32 1.69
H 2.76 2.92 2.35
H 3.05 0.87 0.96
H 4.00 2.26 0.37
H 4.02 0.80 -1.63
H 2.54 0.79 -2.62
H 0.53 -0.50 -1.74
H -0.16 -2.68 -0.77
H 5.74 -3.99 1.51
H 5.79 -3.05 0.00
H 5.38 -2.25 1.55
H 4.49 -1.11 -0.31
H 1.78 2.86 -2.44
H 3.24 3.44 -1.60
H -3.66 0.31 2.46
H -5.74 -0.58 1.55

Entry 4:
ORCA calculation (wB97M-V/def2-TZVPD) on a molecular structure, C26H43As3CdO6S5.

Summary:
Gap between HOMO and LUMO = 8.36 eV
2S+1 = 1
DFT total energy = -10334.00567 a.u.
Energy above the lowest of the compared OMol25 structures with the same formula, charge and spin = 43.4 kJ/mol

Atoms and positions in Å:
Cd -0.99 0.59 0.55
C -3.25 -1.10 -2.51
C -2.27 -0.49 -3.50
S -1.58 1.00 -2.77
C -0.40 1.49 -4.05
C 0.56 0.41 -4.55
S 1.38 -0.50 -3.22
C 1.44 -2.14 -3.96
C 1.73 -3.21 -2.91
S 0.61 -3.22 -1.49
C -0.93 -3.70 -2.29
C -2.13 -3.44 -1.39
S -2.53 -1.72 -0.97
H -3.80 -1.93 -2.96
H -3.98 -0.35 -2.20
H -2.81 -0.24 -4.42
H -1.48 -1.20 -3.74
H 0.15 2.32 -3.60
H -0.95 1.89 -4.91
H 1.31 0.89 -5.19
H 0.03 -0.31 -5.17
H 2.22 -2.20 -4.73
H 0.49 -2.34 -4.45
H 2.72 -3.06 -2.48
H 1.72 -4.20 -3.38
H -0.89 -4.77 -2.51
H -1.05 -3.17 -3.23
H -2.01 -3.95 -0.43
H -3.03 -3.85 -1.86
O -2.59 3.18 2.40
As -2.79 3.42 0.65
O -4.20 4.17 0.38
O -2.61 1.89 -0.06
C -1.31 4.62 0.22
C -1.78 5.87 -0.17
C -0.90 6.90 -0.49
C 0.47 6.69 -0.43
C 0.96 5.44 -0.04
C 0.08 4.42 0.27
S 0.82 2.87 0.71
O 0.57 1.97 -0.45
O 2.21 3.07 1.00
O 0.02 2.37 1.86
H -1.65 3.03 2.58
H -2.85 6.02 -0.21
H -1.29 7.86 -0.78
H 1.16 7.48 -0.67
H 2.02 5.26 0.02
C -2.69 0.20 4.26
As -2.89 -0.30 2.40
C -4.69 0.33 2.04
C -3.26 -2.19 2.64
H -3.59 -0.08 4.81
H -2.55 1.28 4.34
H -1.83 -0.31 4.69
H -5.35 -0.05 2.82
H -5.00 -0.05 1.07
H -4.71 1.41 2.02
H -3.96 -2.32 3.46
H -2.34 -2.74 2.86
H -3.69 -2.59 1.72
C 1.92 0.12 3.15
As 1.21 -0.75 1.57
C 1.12 -2.56 2.26
C 2.80 -0.71 0.41
C 3.98 -1.42 0.97
C 4.13 -2.80 0.84
C 5.23 -3.46 1.38
C 6.19 -2.74 2.08
C 6.05 -1.37 2.23
C 4.96 -0.72 1.68
H 2.76 -0.46 3.52
H 1.14 0.16 3.91
H 2.23 1.13 2.90
H 2.10 -2.86 2.63
H 0.79 -3.26 1.49
H 0.40 -2.56 3.08
H 3.00 0.36 0.27
H 2.48 -1.10 -0.56
H 3.38 -3.37 0.31
H 5.33 -4.53 1.26
H 7.05 -3.25 2.50
H 6.80 -0.80 2.76
H 4.86 0.36 1.79

Entry 5:
ORCA calculation (wB97M-V/def2-TZVPD) on 2 unconnected molecules or ions with the total composition CH2ClIO in a non-equilibrium geometry.

Summary:
Gap between HOMO and LUMO = 9.01 eV
2S+1 = 1
DFT total energy = -872.32624 a.u.
Energy above the lowest of the compared OMol25 structures with the same formula, charge and spin = 227.4 kJ/mol

Atoms and positions in Å:
C 1.06 0.69 -0.29
O 1.17 1.82 0.27
Cl -2.88 -1.82 -0.01
I 2.83 -0.69 -0.16
H -4.16 -2.10 -0.49
H 1.98 2.10 0.68

Entry 6:
ORCA calculation (wB97M-V/def2-TZVPD) on 2 unconnected molecules or ions with the total composition C2H3F3Si in a non-equilibrium geometry.

Summary:
Gap between HOMO and LUMO = 10.62 eV
2S+1 = 1
DFT total energy = -666.96379 a.u.
Energy above the lowest of the compared OMol25 structures with the same formula, charge and spin = 810.1 kJ/mol

Atoms and positions in Å:
F 1.66 -0.31 -0.79
Si 2.02 0.31 0.59
H 1.33 1.55 0.65
H 3.50 0.49 0.72
H 1.31 -0.28 1.60
F -2.23 1.33 -1.12
C -2.21 0.07 -0.96
C -2.71 -0.93 -0.49
F -2.66 -2.23 -0.21

Entry 7:
ORCA calculation (wB97M-V/def2-TZVPD) on 2 unconnected molecules or ions with the total composition C22H41NOP in a non-equilibrium geometry.

Summary:
Gap between HOMO and LUMO = 5.76 eV
2S+1 = 1
DFT total energy = -1333.94934 a.u.
Charge = +1
Energy above the lowest of the compared OMol25 structures with the same formula, charge and spin = 0.0 kJ/mol

Atoms and positions in Å:
C -5.59 -0.51 2.71
C -4.13 -0.83 2.45
C -3.46 0.16 1.49
C -2.00 -0.14 1.24
P -0.99 0.04 2.76
C 0.64 -0.42 2.03
C 1.16 -1.71 2.64
C 1.45 -1.59 4.14
C 2.00 -2.88 4.74
C -0.79 1.86 2.67
C 0.05 2.35 3.84
C 0.33 3.86 3.81
C 1.17 4.29 2.62
H -6.04 -1.23 3.41
H -5.71 0.48 3.15
H -6.17 -0.53 1.79
H -3.57 -0.84 3.40
H -4.03 -1.84 2.05
H -4.01 0.17 0.53
H -3.56 1.18 1.88
H -1.87 -1.17 0.87
H -1.57 0.52 0.47
H 0.52 -0.51 0.95
H 1.34 0.39 2.20
H 0.42 -2.51 2.47
H 2.06 -2.03 2.11
H 2.16 -0.77 4.30
H 0.53 -1.29 4.67
H 2.19 -2.77 5.81
H 1.30 -3.71 4.61
H 2.94 -3.17 4.27
H -0.33 2.10 1.71
H -1.78 2.32 2.68
H -0.46 2.07 4.78
H 1.00 1.81 3.86
H -0.63 4.41 3.82
H 0.83 4.15 4.74
H 1.42 5.35 2.67
H 2.10 3.73 2.58
H 0.65 4.12 1.68
C 7.07 -0.74 0.01
O 6.20 -1.84 -0.08
C 4.90 -1.53 -0.50
C 4.01 -2.59 -0.71
C 2.72 -2.38 -1.13
C 2.25 -1.08 -1.43
C 0.95 -0.89 -1.96
N 0.62 0.01 -2.96
C -0.77 0.11 -3.42
C 1.64 0.49 -3.89
C 3.16 -0.01 -1.21
C 4.43 -0.23 -0.74
H 8.06 -1.11 0.29
H 7.13 -0.24 -0.96
H 6.72 -0.05 0.77
H 4.37 -3.59 -0.55
H 2.07 -3.22 -1.30
H 0.19 -1.61 -1.69
H -0.85 0.73 -4.30
H -1.16 -0.88 -3.66
H -1.39 0.54 -2.64
H 1.21 0.75 -4.85
H 2.14 1.37 -3.48
H 2.39 -0.29 -4.05
H 2.82 1.00 -1.37
H 5.08 0.61 -0.56

Entry 8:
ORCA calculation (wB97M-V/def2-TZVPD) on 2 unconnected molecules or ions with the total composition C6H15O2P in a non-equilibrium geometry.

Summary:
Gap between HOMO and LUMO (alpha / beta) = 6.84 / 8.22 eV
2S+1 = 1
DFT total energy = -729.35619 a.u.
Energy above the lowest of the compared OMol25 structures with the same formula, charge and spin = 440.7 kJ/mol

Atoms and positions in Å:
C -1.72 -0.78 -0.68
C -1.36 1.47 -1.86
C 0.56 -0.09 -1.81
C -0.16 -1.61 2.53
C 2.47 0.89 0.79
C -0.80 0.22 -1.29
O 0.20 1.37 2.38
O 0.70 -1.06 1.62
P 0.63 0.55 1.23
H -2.35 -0.32 -0.02
H -2.34 -1.28 -1.41
H -1.21 -1.64 -0.19
H -0.85 1.82 -2.77
H -1.36 2.32 -1.19
H -2.41 1.30 -2.13
H 0.43 -0.42 -2.88
H 1.13 0.69 -1.57
H 1.02 -0.98 -1.22
H -1.04 -2.03 2.12
H -0.44 -0.75 3.26
H 0.40 -2.36 3.07
H 2.61 1.82 0.30
H 3.12 0.82 1.58
H 2.75 0.02 0.13

Entry 9:
ORCA calculation (wB97M-V/def2-TZVPD) on a molecular structure, C18H28ClN3NbO3Rb in a non-equilibrium geometry.

Summary:
Gap between HOMO and LUMO (alpha / beta) = 3.53 / 3.53 eV
2S+1 = 1
DFT total energy = -1633.30454 a.u.
Charge = +2

Atoms and positions in Å:
N 1.83 -0.27 0.31
C 2.94 -0.95 0.63
O 3.91 -1.17 -0.15
Rb 2.63 -0.60 -1.89
Nb 0.00 0.00 0.00
N -0.56 -1.49 -1.27
N -0.31 1.70 -1.02
C -0.42 -2.94 -0.93
C 0.31 3.05 -1.12
C 0.77 -3.54 -1.70
C -1.72 -3.70 -1.26
C -0.15 -3.06 0.58
C 0.01 3.68 -2.49
C -0.22 3.97 0.01
C 1.84 2.91 -0.96
H 0.67 -3.36 -2.79
H 0.83 -4.64 -1.56
H 1.72 -3.11 -1.34
H -2.59 -3.22 -0.77
H -1.65 -4.74 -0.90
H -1.92 -3.74 -2.34
H 0.75 -2.49 0.88
H 0.04 -4.12 0.85
H -1.01 -2.71 1.17
H 0.32 2.99 -3.31
H 0.57 4.62 -2.61
H -1.06 3.91 -2.62
H -1.32 4.04 -0.03
H 0.18 4.99 -0.09
H 0.06 3.56 0.99
H 2.09 2.39 -0.03
H 2.31 3.91 -0.96
H 2.25 2.35 -1.82
C -1.71 1.62 -1.43
H -2.12 0.62 -1.15
H -2.36 2.37 -0.93
H -1.85 1.71 -2.52
C -1.15 -1.20 -2.58
H -2.24 -1.40 -2.61
H -0.98 -0.14 -2.83
H -0.68 -1.81 -3.38
Cl -0.95 1.70 8.66
C -0.68 1.11 7.03
C -0.02 -0.11 6.83
C 0.21 -0.58 5.53
C -0.22 0.17 4.42
C -0.88 1.39 4.63
C -1.10 1.86 5.93
C 0.05 -0.32 3.04
O 0.75 -1.41 2.88
O -0.34 0.40 2.01
H 0.32 -0.69 7.68
H 0.72 -1.52 5.40
H -1.21 1.99 3.79
H -1.61 2.80 6.08

Entry 10:
ORCA calculation (wB97M-V/def2-TZVPD) on C6H8O2 in the gas phase in a non-equilibrium geometry.

Summary:
Gap between HOMO and LUMO = 10.42 eV
2S+1 = 1
DFT total energy = -383.80988 a.u.
Energy above the lowest of the compared OMol25 structures with the same formula, charge and spin = 263.2 kJ/mol

Atoms and positions in Å:
C 0.23 -0.88 1.87
C -0.10 -0.12 0.84
C -0.81 1.21 0.91
O -0.82 1.69 -0.44
C -0.83 0.59 -1.36
C 0.06 -0.35 -0.62
C 1.38 -0.78 -1.10
O 0.33 -1.68 -1.01
H 0.19 -0.57 2.94
H 0.74 -1.79 1.62
H -0.23 1.99 1.45
H -1.79 1.09 1.34
H -0.49 0.87 -2.32
H -1.83 0.16 -1.55
H 2.29 -0.90 -0.44
H 1.69 -0.53 -2.13